[1]
DFT (the ωB97M-V functional and the def2-TZVPD basis) results for a structure of composition C22H35N5ORu.

HOMO-LUMO gap (spin up / spin down) (eV): 8.59 / 4.67
2S+1: 5
Charge: +4
Strongest force on any atom (eV/A): 3.556
Relative energy (zero: lowest compared OMol25 entry of this formula, charge and spin) (eV): 0.000
Highest occupied orbital energy (spin up / spin down) (eV): -20.92 / -20.85

CARTESIAN COORDINATES (ANGSTROEM)
Ru -0.47405 -0.25688 -0.62544
C 0.98751 1.84031 -4.62158
C 1.36419 1.61425 -3.14307
C 2.76151 1.03472 -2.99512
C 0.26656 0.80900 -2.65360
C 0.37178 -0.64171 -2.72997
C -0.76053 -1.46515 -2.62599
C -2.00902 -1.00391 -2.29156
C -3.21064 -1.92682 -2.23291
C -2.16571 0.46656 -2.24375
C -1.08538 1.31371 -2.47069
H 1.86212 2.37852 -4.97606
H 0.07278 2.37342 -4.83099
H 0.99695 0.88782 -5.19593
H 1.18548 2.58912 -2.68146
H 2.94966 0.11377 -3.53473
H 3.00189 0.99646 -1.94725
H 3.51566 1.70032 -3.38099
H 1.34330 -1.11141 -2.85750
H -0.59020 -2.48728 -2.69191
H -4.16222 -1.44391 -2.15751
H -3.15086 -2.60238 -1.43195
H -3.25212 -2.36877 -3.25168
H -3.18342 0.81438 -2.15129
H -1.37128 2.41646 -2.34352
C 4.97502 -0.37198 -0.06621
C 4.10689 -1.58394 -0.18831
N 2.73991 -1.10733 -0.01652
C 2.41289 0.00709 0.59586
N 1.06429 0.41385 0.53159
C 0.71383 1.48665 1.46611
C 1.69666 2.65655 1.24926
C 3.11424 2.19826 1.57228
N 3.24829 0.80339 1.18292
C 4.66819 0.36443 1.28362
H 4.92983 0.32527 -0.85756
H 6.06383 -0.64122 -0.06268
H 4.27952 -2.24994 0.63863
H 4.14109 -2.07979 -1.14608
H 2.01437 -1.82888 -0.18299
H 0.81416 1.02840 2.43293
H -0.37164 1.77884 1.27917
H 1.45178 3.49418 1.87096
H 1.57526 2.97443 0.16334
H 3.51551 2.35774 2.57390
H 3.66268 2.76487 0.83031
H 4.74470 -0.18216 2.20916
H 5.19378 1.28216 1.47554
N -1.83991 -0.82115 0.86218
C -2.66351 -0.77591 1.68587
N -3.36209 -0.70369 2.78658
C -2.90836 -1.59650 4.01182
C -4.08722 -2.44981 4.37696
O -5.16914 -1.58644 4.51560
C -5.76336 -1.15382 3.37643
C -4.75666 -0.15506 2.66754
H -2.61689 -0.86890 4.79994
H -1.99555 -2.06962 3.69690
H -3.90237 -3.02697 5.28603
H -4.44872 -3.19674 3.70249
H -6.56917 -0.48482 3.74676
H -6.09489 -1.98214 2.72476
H -4.79177 0.73902 3.32446
H -5.04941 0.20112 1.66689

[2]
DFT (the ωB97M-V functional and the def2-TZVPD basis) results for a structure of composition C31H47IrN2PSi4Te.

HOMO-LUMO gap (eV): 5.85
Charge: +1
Strongest force on any atom (eV/A): 0.929
Relative energy (zero: lowest compared OMol25 entry of this formula, charge and spin) (eV): 0.267
Highest occupied orbital energy (eV): -9.59

CARTESIAN COORDINATES (ANGSTROEM)
Ir -0.46296 -0.12778 1.04386
C -4.36827 -4.29562 -0.02615
C -4.31254 -3.68144 -1.27107
C -3.62139 -2.49184 -1.42608
C -2.97513 -1.91098 -0.33501
C -3.03298 -2.53203 0.90668
C -3.72674 -3.72342 1.06117
P -2.02445 -0.38616 -0.56748
C -3.10449 0.78091 -1.41308
C -4.48912 0.70756 -1.28467
C -5.29057 1.63587 -1.93114
C -4.71329 2.64288 -2.68959
C -3.33164 2.73038 -2.80191
C -2.52471 1.80413 -2.16280
C -0.59944 -0.80242 -1.63275
C -0.33804 -1.13788 -2.95064
C 0.99419 -1.27598 -3.31979
C 2.01612 -1.06894 -2.39711
C 1.75441 -0.71934 -1.07719
C 0.42294 -0.59727 -0.69671
H -4.91683 -5.22014 0.09384
H -4.80799 -4.12971 -2.12161
H -3.58420 -2.01567 -2.39900
H -2.53692 -2.08201 1.75821
H -3.76867 -4.20122 2.03115
H -4.94363 -0.07484 -0.68930
H -6.36668 1.57198 -1.83972
H -5.34192 3.36373 -3.19568
H -2.88245 3.52153 -3.38715
H -1.44754 1.87198 -2.25211
H -1.13330 -1.26872 -3.67337
H 1.24553 -1.53083 -4.34056
H 3.04380 -1.16801 -2.72318
H 2.56557 -0.55134 -0.38013
C 2.35767 1.13251 3.21534
C 2.20383 -0.28922 2.81638
N 1.09253 -0.88791 2.40319
C 1.41316 -2.22519 2.20928
C 2.71083 -2.42846 2.52641
N 3.19271 -1.19812 2.90746
H 3.15176 1.61990 2.64779
H 2.59802 1.20287 4.27730
H 1.43363 1.66991 3.02188
H 0.67683 -2.94269 1.88954
H 3.32084 -3.31255 2.52681
H 4.12707 -1.00053 3.22620
C -2.36494 6.02367 1.22725
Si -3.49977 4.62325 1.76787
C -4.78565 5.25167 2.98636
C -4.35526 3.89198 0.27136
Si -2.12528 2.98894 2.76955
Te -0.48479 2.42671 0.89703
Si -0.77602 3.84796 4.51093
C -0.37107 2.44178 5.70537
C 0.82742 4.60714 3.86551
C -1.79436 5.15213 5.40388
Si -3.37612 1.16577 3.56045
C -2.28970 -0.28521 4.09742
C -4.31919 1.80076 5.05833
C -4.60388 0.62127 2.24170
H -2.94757 6.91274 0.97542
H -1.79897 5.73473 0.33862
H -1.65075 6.30315 2.00388
H -5.42507 5.99357 2.50283
H -4.32768 5.72286 3.85690
H -5.42917 4.44392 3.33904
H -4.75441 4.69292 -0.35622
H -5.18521 3.24303 0.55284
H -3.65673 3.31341 -0.33350
H -0.14327 1.51110 5.18265
H -1.20660 2.24433 6.37944
H 0.49430 2.70187 6.31946
H 1.03855 4.34274 2.82875
H 1.67502 4.27542 4.46899
H 0.78617 5.69585 3.92745
H -2.77162 4.76206 5.69539
H -1.95667 6.02504 4.76877
H -1.28691 5.48935 6.31072
H -2.07942 -0.21834 5.16658
H -1.32361 -0.33591 3.58826
H -2.81034 -1.22973 3.92645
H -3.63821 2.11004 5.85359
H -4.96223 1.01388 5.45997
H -4.95141 2.65303 4.80780
H -4.12591 0.54217 1.26226
H -5.41312 1.34789 2.14863
H -5.04535 -0.34793 2.48459